A molecular structure, C36H37N4O4PdSb2. Source: OMol25; level of theory: ωB97M-V/def2-TZVPD.

Structure (XYZ):
```
84
Properties=species:S:1:pos:R:3
Pd 0.940 -0.370 0.239
C 3.574 1.072 2.079
C 2.793 0.611 3.331
C 1.290 0.962 3.424
Sb 0.057 -0.700 2.812
C 1.070 -2.213 1.833
C 2.273 -2.795 2.308
C 2.846 -3.824 1.611
C 2.279 -4.292 0.416
C 1.111 -3.753 -0.054
C 0.477 -2.721 0.669
C -0.966 -1.584 4.356
C -1.312 -2.937 4.220
C -1.851 -3.594 5.309
C -2.069 -2.901 6.497
C -1.756 -1.550 6.616
C -1.225 -0.873 5.535
Sb 3.372 0.061 0.201
C 4.009 1.385 -1.285
C 3.608 2.721 -1.281
C 4.112 3.583 -2.243
C 4.995 3.112 -3.208
C 5.388 1.781 -3.209
C 4.900 0.909 -2.247
C 4.663 -1.579 0.096
C 5.610 -1.784 1.095
C 6.497 -2.846 0.980
C 6.430 -3.691 -0.120
C 5.481 -3.482 -1.113
C 4.587 -2.426 -1.007
H 4.640 1.065 2.311
H 3.315 2.102 1.828
H 3.232 1.159 4.170
H 2.986 -0.437 3.563
H 1.038 1.823 2.811
H 0.976 1.131 4.453
H 2.720 -2.476 3.240
H 3.744 -4.288 1.996
H 2.754 -5.106 -0.114
H 0.636 -4.142 -0.944
H -0.547 -2.480 0.418
H -1.140 -3.469 3.292
H -2.108 -4.642 5.236
H -2.499 -3.422 7.343
H -1.939 -1.029 7.546
H -1.009 0.186 5.613
H 2.942 3.102 -0.519
H 3.829 4.627 -2.232
H 5.386 3.790 -3.955
H 6.087 1.421 -3.951
H 5.233 -0.120 -2.244
H 5.681 -1.125 1.952
H 7.248 -3.004 1.742
H 7.129 -4.512 -0.210
H 5.442 -4.136 -1.974
H 3.849 -2.266 -1.786
C 0.602 -0.745 -3.912
C -0.540 -0.608 -2.976
N -0.457 -0.478 -1.670
C -1.751 -0.420 -1.191
C -2.632 -0.496 -2.249
N -1.843 -0.618 -3.346
C -4.121 -0.467 -2.530
O -4.957 -0.394 -1.517
O -4.452 -0.594 -3.674
C -2.115 -0.306 0.226
O -3.246 -0.251 0.630
O -1.056 -0.297 1.082
H 1.516 -0.392 -3.437
H 0.438 -0.172 -4.824
H 0.731 -1.791 -4.197
H -2.239 -0.701 -4.278
H -4.489 -0.336 -0.662
C -1.960 3.422 -0.140
N -0.700 3.046 -0.799
C -0.503 3.460 -2.198
C 0.215 2.394 -0.184
N 1.071 1.821 0.385
H -2.796 3.021 -0.712
H -2.035 4.508 -0.099
H -1.988 3.016 0.868
H -1.298 3.031 -2.807
H 0.464 3.110 -2.552
H -0.543 4.546 -2.266
```

Summary:
net charge	+3
orbital gap (alpha / beta)	0.2503 / 0.2503	Eh
LUMO level (alpha / beta)	-10.0 / -10.0	eV
spin multiplicity	1

A molecular structure, C4H19N2O6 in a non-equilibrium geometry. Source: OMol25; level of theory: ωB97M-V/def2-TZVPD.

Structure (XYZ):
```
31
Properties=species:S:1:pos:R:3
C -0.210 -0.548 0.345
N -1.384 -1.041 -0.445
C -2.386 -1.516 0.474
O -1.991 -2.854 0.882
C 0.783 0.314 -0.528
N 0.237 1.687 -0.840
C -0.465 2.242 0.485
O 0.171 1.842 1.607
H -0.416 -0.051 1.278
H 0.141 -1.531 0.659
H -1.563 -0.463 -1.228
H -2.442 -0.947 1.459
H -3.371 -1.798 -0.060
H -1.578 -3.281 0.088
H 0.948 -0.208 -1.434
H 1.800 0.400 -0.152
H 1.094 2.302 -0.947
H -1.517 1.831 0.421
H -0.287 3.345 0.345
H 2.244 -1.509 2.340
H 2.960 -0.386 1.477
O 2.847 -1.322 1.632
H -2.521 0.590 -2.116
H -1.816 1.894 -2.106
O -2.490 1.430 -2.609
H 2.183 -2.286 -2.099
H 0.927 -1.423 -1.966
O 1.258 -2.253 -2.334
H 2.773 2.318 2.138
H 1.427 1.720 1.600
O 2.640 1.506 1.634
```

Summary:
net charge	-1
orbital gap	0.3084	Eh
LUMO level	3.4	eV
spin multiplicity	1

A molecular structure, C25H32IrN5S5 in a non-equilibrium geometry. Source: OMol25; level of theory: ωB97M-V/def2-TZVPD.

Structure (XYZ):
```
68
Properties=species:S:1:pos:R:3
Ir 0.519 0.139 -0.098
C -0.971 -0.265 3.193
N 0.161 -0.652 2.353
C 1.433 -0.229 2.947
C 0.146 -2.092 2.166
C 0.418 -2.955 3.213
C 0.528 -4.321 3.008
C 0.430 -4.819 1.716
C 0.112 -3.980 0.673
C -0.125 -2.604 0.879
N -0.503 -1.748 -0.118
C -1.044 -2.258 -1.267
C -1.920 -3.360 -1.265
C -2.389 -3.903 -2.439
C -1.992 -3.374 -3.658
C -1.218 -2.226 -3.679
C -0.777 -1.639 -2.505
N -0.171 -0.320 -2.493
C 1.012 -0.191 -3.345
C -1.215 0.601 -2.942
H -0.972 -0.794 4.154
H -1.902 -0.496 2.673
H -0.943 0.801 3.412
H 1.576 -0.597 3.970
H 1.480 0.860 2.964
H 2.244 -0.613 2.328
H 0.567 -2.563 4.209
H 0.738 -4.979 3.837
H 0.617 -5.865 1.515
H 0.083 -4.368 -0.335
H -2.240 -3.759 -0.314
H -3.073 -4.738 -2.410
H -2.327 -3.814 -4.586
H -0.976 -1.773 -4.630
H 0.776 -0.276 -4.412
H 1.737 -0.961 -3.087
H 1.465 0.787 -3.174
H -1.545 0.381 -3.963
H -0.837 1.619 -2.920
H -2.075 0.499 -2.284
S 8.013 0.317 -1.179
C 6.399 0.251 -0.944
S 5.389 1.666 -0.816
C 3.860 0.826 -0.604
C 3.916 -0.549 -0.598
S 2.581 -1.580 -0.429
S 5.517 -1.246 -0.801
S 2.449 1.760 -0.429
C -2.053 2.108 0.509
C -2.797 3.411 0.893
N -1.874 4.532 0.892
C -1.246 4.642 -0.414
C -0.434 3.361 -0.716
N -0.616 2.376 0.360
C -0.104 2.977 1.601
C -0.843 4.308 1.890
H -2.418 1.724 -0.445
H -2.178 1.337 1.269
H -3.236 3.342 1.890
H -3.596 3.629 0.183
H -0.608 5.527 -0.409
H -2.032 4.789 -1.158
H 0.633 3.563 -0.803
H -0.779 2.916 -1.646
H 0.967 3.137 1.473
H -0.259 2.271 2.416
H -0.162 5.159 1.855
H -1.317 4.289 2.875
```

Summary:
orbital gap (alpha / beta)	0.2516 / 0.1954	Eh
LUMO level (alpha / beta)	0.0 / -1.9	eV
spin multiplicity	5